[1]
{
  "formula": "CHF3N2O",
  "method": "the ωB97M-V functional and the def2-TZVPD basis",
  "species": ["C", "N", "N", "O", "F", "F", "F", "H"],
  "positions_angstrom": [[2.1012, 0.5928, 0.0911], [-1.6192, -0.1540, -0.7424], [-1.6474, -0.1439, 0.4235], [1.4297, 0.7948, -0.8541], [-2.5999, -0.7674, -1.4781], [2.5092, -0.6522, 0.3275], [-2.5972, -0.8640, 1.2183], [2.4237, 1.1940, 1.0142]],
  "forces_ev_per_angstrom": [[-0.47, -0.06, 1.10], [-0.17, 0.39, -2.84], [0.60, -0.11, 4.00], [0.32, 0.99, 0.24], [-0.45, -0.59, 0.45], [0.63, -0.74, 0.29], [0.01, 0.31, -1.61], [-0.48, -0.18, -1.62]],
  "nbo_charge": [0.72, 0.23, 0.21, -0.51, -0.20, -0.34, -0.24, 0.13],
  "orbital_gap_ha": 0.444,
  "smiles": "F/N=N\\F.O=CF",
  "de_lowest_ev": 2.919
}


[2]
{
  "formula": "CHF3N3P3",
  "method": "the ωB97M-V functional and the def2-TZVPD basis",
  "species": ["C", "N", "N", "N", "F", "F", "F", "P", "P", "P", "H"],
  "positions_angstrom": [[-0.4417, -1.4917, -1.1964], [-0.3083, -0.5952, 1.3015], [1.0841, 0.5580, -0.7688], [0.5485, 1.9334, 1.4657], [-1.4408, -0.5637, -1.3701], [0.1433, -1.8117, -2.3421], [-1.0872, -2.5880, -0.7986], [-0.6222, 0.7019, 1.9775], [0.9696, 1.9844, -0.1980], [0.9296, -0.9188, 0.0448], [0.2253, 2.7914, 1.8845]],
  "forces_ev_per_angstrom": [[-0.42, 0.13, 1.01], [1.69, -2.14, -2.12], [0.28, -0.30, 0.64], [-0.84, -1.25, -0.23], [1.14, -0.39, -0.38], [-0.02, 0.49, -0.85], [-0.03, -0.50, 0.49], [-0.07, 2.07, 1.26], [0.15, 0.95, -0.02], [-2.21, 0.32, 0.32], [0.34, 0.62, -0.13]],
  "nbo_charge": [0.74, -1.27, -1.30, -1.30, -0.34, -0.32, -0.33, 1.29, 1.30, 1.12, 0.41],
  "orbital_gap_ha": 0.327,
  "smiles": "FC(F)(F)P1N=PNP=N1",
  "de_lowest_ev": 0.000
}


[3]
{
  "formula": "CHF3NO6S2Sm",
  "method": "the ωB97M-V functional and the def2-TZVPD basis",
  "species": ["N", "S", "O", "O", "S", "O", "O", "C", "F", "F", "F", "O", "Sm", "O", "H"],
  "positions_angstrom": [[0.4748, 0.0969, 1.1940], [1.5511, -1.4518, 1.4734], [2.8929, -0.7905, 1.5193], [1.0597, -1.8108, 2.8401], [-0.6703, 0.0558, 0.2138], [-0.4521, -0.6870, -1.1674], [-1.1114, 1.4593, -0.1161], [-2.2566, -0.7221, 0.8009], [-2.1127, -2.0347, 0.7590], [-2.4431, -0.3121, 2.0426], [-3.2581, -0.3338, 0.0383], [0.6042, 0.3731, -2.1341], [0.7104, 2.5921, -1.4072], [2.0904, 2.0148, -3.0912], [2.9206, 1.5509, -2.9652]],
  "forces_ev_per_angstrom": [[-1.33, -0.36, -1.02], [1.08, 0.31, 1.80], [-1.39, -0.61, -0.22], [0.40, 0.14, -1.39], [2.64, 2.00, -1.19], [0.37, 1.51, 0.42], [-0.34, -0.79, 0.15], [1.51, 0.35, -0.49], [-0.42, -0.42, 0.17], [-0.40, -0.11, 0.28], [-0.76, -0.14, -0.15], [-1.30, -1.08, 1.52], [0.19, -1.32, -0.24], [-0.20, 0.73, 0.51], [-0.06, -0.21, -0.16]],
  "lowdin_spin": [0.00, 0.00, 0.00, 0.00, 0.00, 0.01, -0.01, 0.00, 0.00, 0.00, 0.00, -0.02, 6.03, -0.02, 0.00],
  "orbital_gap_ha": [0.211, 0.213],
  "charge": -1,
  "multiplicity": 7,
  "s2": 12.009
}